Molecular formula: C22H31BrN4O9
Method: DFT, ωB97M-V/def2-TZVPD

Its structure (SMILES) is O=C=NC1=C(CCCC(=O)O)C(=O)C=C(CC(=O)Br)C1=O.CNC(C)=O.CNC(C)=O.CNC(C)=O. The spin multiplicity is 1. The value obtained for the HOMO-LUMO gap is 8.39 eV. For the HOMO energy, the calculation gives -8.9 eV. As for the charge: 0.

Structure (XYZ):
```
67
Properties=species:S:1:pos:R:3:forces:R:3:nbo_charge:R:1
Br 2.989 0.691 -4.915 -0.416 -0.269 0.641 0.01
O -0.613 3.914 -0.471 0.319 -0.953 0.239 -0.49
O 0.456 -0.302 -4.970 1.242 0.567 1.055 -0.53
O 4.978 0.429 0.191 -0.073 -0.697 1.579 -0.45
O -3.291 1.409 -2.732 -0.242 0.022 0.492 -0.66
O -0.222 1.475 5.460 -0.604 -0.459 1.388 -0.66
O -0.046 -1.351 0.966 0.211 1.505 0.296 -0.73
O 3.371 1.848 -1.952 -0.735 -0.386 0.740 -0.49
O 1.814 -0.588 1.929 -1.116 0.222 0.230 -0.58
O -0.571 -3.105 -2.843 -0.002 -0.035 0.106 -0.65
N 0.171 0.255 7.292 -0.185 0.387 -0.113 -0.61
N 1.287 -4.007 -3.702 -0.240 -0.110 0.309 -0.62
N 3.484 1.984 1.206 0.258 -1.698 -1.020 -0.58
N -2.619 0.819 -4.755 -0.421 -0.009 -0.070 -0.60
C -0.983 2.409 7.530 -0.036 0.126 -0.052 -0.72
C -5.013 0.644 -4.216 -0.109 0.025 0.082 -0.72
C 1.312 -0.005 -4.171 -1.798 -0.948 -0.283 0.52
C 0.639 -0.387 1.746 0.321 0.091 -0.545 0.81
C 1.024 -0.241 -2.635 0.424 0.857 1.023 -0.56
C 0.047 2.907 -0.377 0.730 -0.782 0.018 0.54
C 0.004 -5.282 -2.037 -0.083 -0.049 0.078 -0.72
C -2.725 0.333 -6.111 0.534 0.034 0.077 -0.41
C 0.204 -4.051 -2.880 -0.107 0.369 -0.134 0.68
C 2.411 1.699 -1.232 -0.464 -0.043 0.576 0.53
C 1.049 1.059 -1.731 -1.257 0.508 0.211 -0.06
C -0.152 0.841 2.350 0.008 -0.690 0.400 -0.54
C -0.134 1.647 -1.322 1.805 -0.128 0.277 -0.28
C 2.385 2.171 0.278 -2.180 0.214 -0.092 0.06
C 1.209 2.755 0.685 0.771 0.303 0.072 -0.06
C 2.314 -5.011 -3.891 0.048 0.453 -0.286 -0.41
C 1.002 3.233 2.172 0.167 -1.378 -0.190 -0.44
C 0.154 -0.072 8.704 0.227 -0.342 -0.313 -0.41
C 4.238 1.044 0.843 -0.617 2.516 -1.950 0.91
C 0.783 1.900 3.054 -0.451 1.250 -0.093 -0.43
C -3.596 0.986 -3.838 0.470 0.095 0.146 0.68
C -0.323 1.358 6.678 0.100 -0.185 -0.221 0.69
H -1.705 1.074 -4.409 -0.018 -0.100 -0.129 0.40
H -0.847 1.300 1.582 0.836 -0.549 0.709 0.22
H -0.116 -6.160 -2.674 0.136 -0.049 0.098 0.23
H -0.271 2.809 8.254 -0.130 -0.053 0.103 0.23
H -0.898 -5.165 -1.439 0.079 0.115 -0.111 0.25
H 1.931 3.727 2.592 -1.109 -0.355 -0.770 0.24
H 3.280 -4.568 -3.641 0.091 -0.253 -0.002 0.20
H -1.849 1.987 8.045 0.094 0.060 0.129 0.23
H -1.324 3.224 6.894 0.077 -0.144 -0.034 0.25
H -5.667 0.835 -3.367 0.172 0.023 -0.015 0.24
H -5.087 -0.413 -4.479 -0.045 0.077 -0.143 0.23
H -5.340 1.264 -5.052 -0.019 -0.160 -0.065 0.23
H 2.148 -5.889 -3.272 -0.064 0.110 -0.010 0.21
H -0.380 -1.015 8.834 -0.003 0.065 0.250 0.20
H 1.728 -0.986 -2.151 -0.553 0.765 -0.920 0.26
H 0.250 2.210 4.018 1.231 -0.299 -2.092 0.28
H 1.798 1.493 3.325 -1.237 0.103 -0.422 0.23
H 0.597 -0.401 6.654 -0.018 0.029 0.071 0.41
H -0.328 0.701 9.298 0.023 -0.013 -0.123 0.21
H -2.098 -0.556 -6.202 -0.100 -0.014 -0.244 0.21
H 2.321 -5.305 -4.942 0.150 -0.202 0.080 0.20
H 1.351 -3.151 -4.234 -0.010 -0.102 -0.027 0.40
H 1.184 -0.200 9.041 -0.102 0.013 0.239 0.20
H -0.840 0.409 3.143 0.763 0.326 -0.915 0.26
H -2.346 1.107 -6.782 -0.100 -0.161 -0.210 0.20
H -0.021 -0.668 -2.550 1.266 0.402 -0.487 0.28
H -1.165 1.271 -1.599 1.197 0.735 0.132 0.28
H 0.851 -5.419 -1.362 -0.007 -0.145 -0.080 0.23
H 0.106 3.894 2.303 0.909 -0.494 -0.471 0.23
H -3.747 0.084 -6.387 0.021 0.067 0.148 0.21
H -0.548 -0.903 0.256 -0.027 -0.183 0.640 0.49
```
Positions in Å, forces in eV/Å.



Molecular formula: C10H21NOSi
Method: DFT, ωB97M-V/def2-TZVPD

For the energy above the lowest of the compared OMol25 structures with the same formula, charge and spin, the calculation gives 92.2 kJ/mol. Its structure (SMILES) is CC(C)[C@@H]1C(=O)N([Si](C)(C)C)[C@H]1C. The spin multiplicity is 1. The value obtained for the HOMO-LUMO gap is 10.01 eV. For the HOMO energy, the calculation gives -9.2 eV. As for the charge: 0.

Structure (XYZ):
```
34
Properties=species:S:1:pos:R:3:forces:R:3:nbo_charge:R:1
Si -2.203 0.267 0.154 0.578 -0.768 -0.005 1.77
O 0.328 1.941 -1.598 0.601 1.248 -0.711 -0.60
N -0.578 0.182 -0.482 2.312 -3.662 -0.031 -0.87
C 0.170 -2.042 -1.578 -2.707 1.118 -1.984 -0.64
C 2.419 0.426 0.427 -1.861 -1.844 2.072 -0.17
C 0.437 0.873 -1.070 -0.712 0.792 0.417 0.70
C 0.484 -1.109 -0.479 -1.558 2.150 2.334 0.01
C -2.305 1.901 1.037 -3.475 -1.758 -1.097 -1.11
C 3.283 -0.778 0.999 -1.031 1.904 -2.386 -0.63
C -3.472 0.018 -1.263 2.966 1.545 0.702 -1.08
C 1.586 -0.082 -0.768 -0.848 1.181 0.993 -0.35
C -2.440 -1.121 1.453 -1.571 2.344 -0.239 -1.10
C 3.229 1.696 0.196 0.099 -0.593 2.641 -0.61
H -3.847 -0.925 -1.356 -0.700 -2.919 -0.007 0.23
H -1.630 -1.731 1.672 1.580 -1.084 0.432 0.23
H 3.655 -0.633 1.929 1.243 1.622 3.108 0.21
H 0.873 -2.851 -1.598 0.435 -0.411 -0.505 0.23
H -2.801 -0.614 2.358 0.618 0.053 0.121 0.24
H -1.706 2.252 1.785 2.097 0.165 2.047 0.25
H 4.154 -0.725 0.369 0.402 -1.299 -0.519 0.21
H 0.135 -1.341 -2.536 0.499 -1.863 1.549 0.22
H 3.995 1.622 -0.540 0.639 -0.353 -0.687 0.21
H -2.329 2.673 0.317 -0.425 1.020 -0.937 0.25
H -3.304 -1.712 1.254 -0.534 -0.833 -0.713 0.23
H -0.913 -2.461 -1.556 1.831 0.546 0.348 0.22
H 3.736 1.917 1.213 -0.751 0.018 -1.692 0.21
H -3.028 0.283 -2.217 -0.057 0.379 -0.074 0.25
H -3.330 1.759 1.506 0.753 0.721 -0.484 0.22
H 2.563 2.481 -0.086 -0.321 0.742 -0.074 0.23
H -4.285 0.603 -1.021 -1.914 1.675 0.126 0.23
H 2.786 -1.693 1.247 -0.519 -0.928 -1.312 0.21
H 1.583 0.607 1.190 1.256 0.277 -0.553 0.19
H 0.499 -1.442 0.582 0.050 -0.425 -0.909 0.21
H 2.256 -0.242 -1.540 1.025 -0.758 -1.973 0.22
```
Positions in Å, forces in eV/Å.



Molecular formula: C5H6BiO3
Method: DFT, ωB97M-V/def2-TZVPD

As for the expectation value of S²: 0.75. For the energy above the lowest of the compared OMol25 structures with the same formula, charge and spin, the calculation gives 48.2 kJ/mol. The spin multiplicity is 2. The value obtained for the HOMO-LUMO gap (spin up / spin down) is 6.42 / 7.75 eV. For the HOMO energy (spin up / spin down), the calculation gives -17.6 / -18.7 eV. As for the charge: +2.

Structure (XYZ):
```
15
Properties=species:S:1:pos:R:3:forces:R:3:nbo_charge:R:1
Bi -0.942 2.733 2.231 -0.048 0.738 -0.015 1.64
O -1.916 0.964 2.364 -1.377 1.566 1.946 -0.80
O -1.071 -1.050 1.842 -1.451 1.625 -0.394 -0.54
O -1.162 0.643 0.355 -0.776 0.941 0.467 -0.58
C 0.235 -0.965 -0.822 0.252 -0.212 0.082 -0.63
C -1.463 0.074 1.588 3.220 -4.237 -1.247 0.97
C 1.402 -0.190 -0.760 0.391 0.230 -0.459 0.56
C 2.496 0.460 -0.731 -0.114 -0.510 0.107 -0.49
C -1.106 -0.224 -0.752 0.126 -0.352 -0.733 -0.06
H 3.206 0.318 0.094 -0.112 0.157 -0.119 0.35
H 2.787 1.069 -1.598 -0.057 -0.043 0.159 0.36
H -1.233 0.416 -1.631 -0.057 -0.293 0.119 0.24
H 0.290 -1.734 -1.608 0.020 0.146 0.092 0.34
H 0.379 -1.538 0.137 -0.118 -0.022 -0.021 0.40
H -1.900 -0.978 -0.708 0.100 0.265 0.018 0.25
```
Positions in Å, forces in eV/Å.



Molecular formula: C21H30N2O2
Method: DFT, ωB97M-V/def2-TZVPD

For the energy above the lowest of the compared OMol25 structures with the same formula, charge and spin, the calculation gives 253.1 kJ/mol. Its structure (SMILES) is Cc1ccc(-c2cccc(CN3CCN(C(C)C)[C@@H](CCO)C3)c2)o1. The spin multiplicity is 1. The value obtained for the HOMO-LUMO gap is 8.51 eV. For the HOMO energy, the calculation gives -7.7 eV. As for the charge: 0.

Structure (XYZ):
```
55
Properties=species:S:1:pos:R:3:forces:R:3:nbo_charge:R:1
O 1.085 2.998 -0.510 -0.060 0.417 -0.335 -0.72
O 2.228 -0.427 2.549 -0.330 -0.024 -0.155 -0.41
N -1.318 -1.454 -0.620 -0.071 -0.171 -0.099 -0.45
N -2.545 0.944 -1.429 -0.203 -0.187 -0.030 -0.48
C -3.198 2.202 -1.738 0.006 0.279 -0.119 -0.02
C 0.634 -2.908 -0.415 0.101 -0.168 -0.110 0.07
C 2.266 1.320 4.246 -0.130 -0.196 -0.311 -0.65
C -0.544 1.268 0.101 0.282 0.182 -0.191 -0.47
C 4.310 -1.212 2.497 -0.710 -0.194 -0.438 -0.27
C -0.836 -2.819 -0.732 -0.116 0.011 0.053 -0.25
C 1.163 -2.146 0.614 0.203 -0.017 0.063 -0.24
C 3.055 -1.324 1.954 1.170 -0.134 0.274 0.25
C -3.216 0.077 -0.488 -0.001 -0.217 -0.062 -0.21
C -1.104 0.876 -1.285 0.168 -0.126 0.039 -0.04
C 1.476 -3.741 -1.140 -0.140 0.053 0.047 -0.24
C -2.708 2.745 -3.083 -0.195 -0.152 0.228 -0.61
C 2.946 0.256 3.462 0.827 0.223 0.557 0.30
C -0.708 -0.574 -1.598 0.197 0.270 -0.069 -0.24
C 0.918 1.712 0.046 -0.219 -0.395 0.239 -0.06
C 4.236 -0.192 3.470 -0.612 0.318 0.111 -0.32
C 3.355 -3.026 0.175 -0.054 0.101 0.099 -0.19
C -3.115 3.302 -0.668 -0.121 -0.276 -0.181 -0.64
C -2.760 -1.365 -0.723 -0.235 0.126 0.178 -0.22
C 2.524 -2.178 0.911 -0.426 -0.114 -0.225 -0.07
C 2.826 -3.804 -0.834 0.081 -0.046 0.006 -0.20
H 5.033 0.163 4.092 0.104 0.132 0.168 0.23
H -4.294 0.138 -0.658 0.031 0.018 0.034 0.20
H 2.010 2.163 3.604 -0.036 0.090 0.025 0.23
H -0.621 0.405 0.760 -0.040 0.019 0.089 0.23
H -2.646 1.939 -3.810 0.010 -0.063 -0.105 0.22
H -3.427 2.919 0.301 -0.001 0.023 0.152 0.21
H 3.472 -4.459 -1.401 0.062 -0.038 -0.038 0.21
H 5.178 -1.784 2.242 0.128 -0.173 -0.124 0.22
H -3.404 3.494 -3.451 -0.017 0.136 -0.055 0.21
H 0.719 2.996 -1.401 0.073 0.045 0.045 0.46
H 1.344 0.938 4.682 -0.051 0.031 0.091 0.23
H -3.019 0.348 0.561 -0.071 -0.027 0.014 0.17
H -3.777 4.120 -0.940 -0.062 0.127 0.005 0.21
H -3.111 -1.689 -1.720 0.000 0.013 0.047 0.16
H 0.510 -1.505 1.183 -0.088 0.094 0.038 0.23
H -1.731 3.214 -2.992 0.134 0.085 -0.019 0.19
H 2.922 1.669 5.038 0.024 0.013 0.033 0.23
H 1.319 1.785 1.059 0.012 -0.109 -0.084 0.18
H 1.521 0.976 -0.505 0.012 0.000 0.108 0.16
H 1.076 -4.340 -1.946 -0.050 -0.034 -0.092 0.21
H -3.210 -2.017 0.031 0.004 -0.022 -0.032 0.20
H -1.026 -3.242 -1.735 0.007 0.002 0.088 0.17
H -4.258 1.940 -1.859 0.113 0.033 0.006 0.19
H -2.105 3.698 -0.589 0.123 0.052 0.055 0.21
H -1.392 -3.424 -0.006 -0.023 0.010 -0.110 0.21
H 4.411 -3.066 0.392 0.135 -0.001 0.008 0.21
H -1.127 2.082 0.529 -0.009 -0.002 0.074 0.21
H -0.670 1.521 -2.056 0.020 -0.047 -0.025 0.19
H -1.039 -0.822 -2.623 0.052 0.020 0.063 0.18
H 0.375 -0.690 -1.545 -0.003 0.011 -0.027 0.21
```
Positions in Å, forces in eV/Å.



Molecular formula: C2HF3O2S
Method: DFT, ωB97M-V/def2-TZVPD

As for the expectation value of S²: 2.01. The spin multiplicity is 3. The value obtained for the HOMO-LUMO gap (spin up / spin down) is 6.60 / 8.31 eV. For the HOMO energy (spin up / spin down), the calculation gives -6.5 / -10.9 eV. As for the charge: 0.

Structure (XYZ):
```
9
Properties=species:S:1:pos:R:3:forces:R:3:nbo_charge:R:1
S -0.223 -0.963 -0.822 -4.222 0.281 -2.072 0.94
F -1.455 1.387 -0.308 0.130 -0.066 -0.243 -0.31
F -2.369 -0.322 0.643 0.088 -0.095 0.054 -0.31
F -0.534 0.503 1.434 0.106 -0.104 0.082 -0.32
O 0.027 -2.136 -0.003 0.819 -1.235 1.332 -0.76
O 1.864 1.279 -1.055 0.558 0.385 -0.747 -0.42
C 1.669 0.284 -0.480 0.867 1.461 1.851 0.26
C -1.208 0.236 0.315 0.360 -0.345 -0.379 0.78
H 2.228 -0.268 0.276 1.294 -0.282 0.121 0.15
```
Positions in Å, forces in eV/Å.



Molecular formula: C5H10S
Method: DFT, ωB97M-V/def2-TZVPD

For the energy above the lowest of the compared OMol25 structures with the same formula, charge and spin, the calculation gives 78.6 kJ/mol. Its structure (SMILES) is CC1(C)CSC1. The spin multiplicity is 1. The value obtained for the HOMO-LUMO gap is 9.42 eV. For the HOMO energy, the calculation gives -8.5 eV. As for the charge: 0.

Structure (XYZ):
```
16
Properties=species:S:1:pos:R:3:forces:R:3:nbo_charge:R:1
S -0.833 -0.088 2.276 0.535 -0.044 -0.776 0.13
C -0.395 1.113 0.936 -0.367 -0.820 0.121 -0.47
C 1.577 -0.070 -0.164 -0.818 0.961 -1.248 -0.60
C -0.704 0.061 -1.309 -0.716 1.482 -0.740 -0.60
C -0.470 -1.145 0.798 -0.364 -0.214 0.020 -0.48
C 0.063 0.028 -0.053 0.328 -1.368 1.928 -0.08
H -0.520 -0.773 -1.939 0.386 -0.720 -0.697 0.22
H 0.255 1.886 1.252 1.040 0.586 0.219 0.21
H -1.791 0.112 -1.157 0.194 -0.168 0.313 0.21
H 0.210 -2.003 0.882 -0.264 0.265 0.381 0.21
H -1.241 1.566 0.490 -1.177 0.655 0.024 0.20
H 1.910 -0.938 -0.732 -0.115 0.069 -0.243 0.21
H 1.880 0.876 -0.661 0.514 -0.632 0.386 0.21
H -0.479 0.997 -1.804 0.220 0.164 -0.703 0.21
H 1.959 -0.181 0.824 0.600 0.277 0.791 0.22
H -1.420 -1.445 0.362 0.003 -0.492 0.223 0.20
```
Positions in Å, forces in eV/Å.